#A
Below is a gas-phase ion, C3H6NO (charge +1), with properties calculated with wB97M-V/def2-TZVPD.

Results
- E_LUMO: -7.236 eV
- Kohn-Sham gap: 9.31 eV
- 2S+1: 1
- Total charge: +1
- Highest occupied orbital energy: -16.5 eV

CARTESIAN COORDINATES (ANGSTROEM)
C: 1.31 0.35 -0.26
C: 0.39 0.00 0.66
C: -1.04 -0.70 -0.34
N: -2.07 -0.13 -0.08
O: -3.06 0.48 0.16
H: 1.60 -0.52 -0.83
H: 2.07 1.02 0.27
H: 1.08 1.13 -1.06
H: 0.61 -0.93 1.28
H: 0.00 0.79 1.33
H: -0.90 -1.49 -1.13

Mulliken atomic charge list, values in e, 2 entries: number 1, C, carries -0.9987; number 2, C, carries -0.1962



#B
Below is a molecular structure, C3H6NO, with properties calculated with wB97M-V/def2-TZVPD.

Results
- E_LUMO: -3.654 eV
- Kohn-Sham gap: 12.48 eV
- 2S+1: 1
- Total charge: +1
- Highest occupied orbital energy: -16.1 eV

CARTESIAN COORDINATES (ANGSTROEM)
C: 0.43 0.77 -0.94
C: 0.58 0.03 0.39
C: -0.21 -0.99 -0.28
N: -0.70 -0.17 1.13
O: -0.42 -0.26 -1.42
H: -0.07 1.77 -0.99
H: 1.35 0.90 -1.50
H: 1.53 0.14 1.02
H: -0.58 -2.05 -0.43
H: -0.62 -0.85 1.83
H: -1.29 0.71 1.19

Mulliken atomic charge list, values in e, 2 entries: number 1, C, carries -0.3525; number 2, C, carries -0.0554



Which structure is the most stable? The one labeled #B.



#A
Below is C6H3N in the gas phase, with properties calculated with wB97M-V/def2-TZVPD.

Results
- E_LUMO: -0.333 eV
- Kohn-Sham gap: 8.70 eV
- 2S+1: 1
- Highest occupied orbital energy: -9.0 eV

CARTESIAN COORDINATES (ANGSTROEM)
C: 0.54 0.19 0.21
C: 0.95 -0.48 -0.88
C: -0.62 0.99 0.33
C: -0.27 -0.60 -3.09
C: -1.23 2.26 0.64
C: -1.97 1.11 0.32
N: 0.29 -0.51 -2.06
H: 1.18 0.19 1.08
H: 1.89 -1.01 -0.88
H: -2.87 0.57 0.16

Mulliken atomic charge list, values in e, 2 entries: number 1, C, carries -0.2975; number 2, C, carries -0.2146



#B
Below is C6H3N in the gas phase, with properties calculated with wB97M-V/def2-TZVPD.

Results
- E_LUMO (spin up / spin down): -2.335 / -2.334 eV
- Kohn-Sham gap (spin up / spin down): 7.16 / 7.16 eV
- 2S+1: 1
- Highest occupied orbital energy (spin up / spin down): -9.5 / -9.5 eV

CARTESIAN COORDINATES (ANGSTROEM)
C: 3.60 1.09 -0.34
C: 4.78 0.65 -0.09
C: 2.31 0.78 -0.43
C: 2.61 -2.18 0.50
C: 1.38 -0.06 0.09
C: -0.13 -0.08 -0.10
N: 2.03 -1.20 0.36
H: -0.49 0.82 -0.71
H: -0.74 0.01 0.92
H: -0.54 -1.05 -0.56

Mulliken atomic charge list, values in e, 2 entries: number 1, C, carries -0.0175; number 2, C, carries -0.4073



Which structure is the most stable? The one labeled #A.



#A
Below is 7 unconnected molecules or ions with the total composition CH14O7, with properties calculated with wB97M-V/def2-TZVPD.

Results
- E_LUMO: 0.276 eV
- Kohn-Sham gap: 10.15 eV
- 2S+1: 1
- Highest occupied orbital energy: -9.9 eV

CARTESIAN COORDINATES (ANGSTROEM)
C: 0.15 -2.28 -1.45
O: -0.18 -1.14 -1.73
H: -0.30 -2.80 -0.63
H: 0.90 -2.72 -1.99
O: -1.13 1.16 1.57
H: -1.56 0.62 0.88
H: -1.85 1.39 2.22
O: 1.54 0.81 -1.39
H: 0.99 1.49 -0.86
H: 0.95 0.31 -2.04
O: 0.52 -1.03 2.34
H: 0.23 -0.16 2.09
H: 0.76 -0.98 3.19
O: 0.00 2.46 -0.32
H: 0.55 3.28 -0.35
H: -0.34 2.19 0.65
O: 1.62 -1.68 0.10
H: 1.69 -0.76 -0.22
H: 1.44 -1.61 0.99
O: -2.05 0.37 -0.73
H: -1.46 -0.08 -1.32
H: -2.46 1.15 -1.00

Mulliken atomic charge list, values in e, 2 entries: number 1, C, carries -0.0582; number 2, O, carries -0.6599



#B
Below is 7 unconnected molecules or ions with the total composition CH14O7, with properties calculated with wB97M-V/def2-TZVPD.

Results
- E_LUMO: 0.280 eV
- Kohn-Sham gap: 11.18 eV
- 2S+1: 1
- Highest occupied orbital energy: -10.9 eV

CARTESIAN COORDINATES (ANGSTROEM)
C: -0.94 -2.83 -1.11
O: -1.18 -1.65 -1.21
H: -0.86 -3.32 -0.14
H: -0.83 -3.45 -2.01
O: 0.04 1.89 2.46
H: -0.28 1.31 1.75
H: -0.70 2.45 2.71
O: -0.36 0.58 -2.95
H: -0.31 0.75 -2.00
H: -0.29 -0.38 -2.99
O: 2.74 -0.50 2.23
H: 2.17 0.23 2.00
H: 3.16 -0.45 3.09
O: -0.54 4.24 -0.61
H: 0.32 4.24 -1.06
H: -0.82 3.32 -0.60
O: 1.45 -3.04 0.01
H: 2.37 -3.30 0.14
H: 1.32 -2.35 0.68
O: -1.65 0.65 0.62
H: -1.34 0.13 -0.15
H: -2.46 0.15 0.76

Mulliken atomic charge list, values in e, 2 entries: number 1, C, carries -0.1747; number 2, O, carries -0.4478



#C
Below is 7 unconnected molecules or ions with the total composition CH14O7, with properties calculated with wB97M-V/def2-TZVPD.

Results
- E_LUMO: 0.224 eV
- Kohn-Sham gap: 10.89 eV
- 2S+1: 1
- Highest occupied orbital energy: -10.7 eV

CARTESIAN COORDINATES (ANGSTROEM)
C: -1.56 2.36 -1.30
O: -0.44 1.93 -1.36
H: -1.97 2.85 -0.41
H: -2.26 2.23 -2.12
O: 0.78 -1.02 2.47
H: 0.87 -0.22 1.91
H: 1.42 -1.07 3.18
O: 1.21 -0.16 -2.39
H: 1.91 -0.51 -1.80
H: 0.74 0.39 -1.74
O: -1.69 -1.83 1.57
H: -0.78 -2.00 1.84
H: -2.04 -1.42 2.37
O: 2.88 -2.01 0.22
H: 2.51 -2.52 -0.50
H: 2.14 -1.51 0.60
O: -2.82 0.20 -0.79
H: -3.14 -0.25 -1.59
H: -2.22 -0.39 -0.32
O: 1.29 1.21 0.84
H: 0.51 1.68 0.50
H: 1.68 1.86 1.44

Mulliken atomic charge list, values in e, 2 entries: number 1, C, carries -0.0678; number 2, O, carries -0.5362



Which structure is the most stable? The one labeled #C.



#A
Below is a gas-phase ion, C4H8O2P (charge -1), with properties calculated with wB97M-V/def2-TZVPD.

Results
- E_LUMO: 3.856 eV
- Kohn-Sham gap: 8.39 eV
- 2S+1: 1
- Total charge: -1
- Highest occupied orbital energy: -4.5 eV

CARTESIAN COORDINATES (ANGSTROEM)
C: 2.63 -1.05 0.17
C: 1.09 -1.03 0.26
C: 0.23 -0.58 -0.66
P: -1.88 -0.06 -0.14
C: -1.87 1.74 -0.03
O: -2.87 -0.41 -1.21
O: -2.05 -0.40 1.31
H: 3.07 -1.36 -0.77
H: 3.05 -1.50 0.99
H: 2.93 -0.03 0.35
H: 0.84 -1.57 1.23
H: 0.71 -0.06 -1.53
H: -0.96 2.25 -0.29
H: -2.72 2.16 -0.65
H: -2.21 1.90 0.97

Mulliken atomic charge list, values in e, 2 entries: number 1, C, carries -1.2081; number 2, C, carries 0.1310



#B
Below is 2 unconnected molecules or ions with the total composition C4H8O2P, with properties calculated with wB97M-V/def2-TZVPD.

Results
- E_LUMO (spin up / spin down): 3.681 / 3.912 eV
- Kohn-Sham gap (spin up / spin down): 6.96 / 7.16 eV
- 2S+1: 1
- Total charge: -1
- Highest occupied orbital energy (spin up / spin down): -3.3 / -3.2 eV

CARTESIAN COORDINATES (ANGSTROEM)
C: -3.37 -0.27 -0.41
C: 1.19 -1.85 -0.34
C: -1.65 1.92 0.44
C: 0.72 -0.87 0.68
O: -3.13 0.29 -1.48
O: -4.24 -0.99 0.00
P: -2.15 0.27 1.12
H: 2.08 -1.59 -0.78
H: 1.37 -2.78 0.24
H: 0.51 -2.07 -1.16
H: -0.54 1.64 0.32
H: -1.79 2.44 1.38
H: -2.25 2.23 -0.39
H: 0.94 0.20 0.48
H: 0.50 -1.26 1.71

Mulliken atomic charge list, values in e, 2 entries: number 1, C, carries 0.4394; number 2, C, carries -0.7840



Which structure is the most stable? The one labeled #A.



#A
Below is 2 unconnected molecules or ions with the total composition CH2ClNOS2, with properties calculated with wB97M-V/def2-TZVPD.

Results
- E_LUMO: -0.535 eV
- Kohn-Sham gap: 8.02 eV
- 2S+1: 1
- Highest occupied orbital energy: -8.6 eV

CARTESIAN COORDINATES (ANGSTROEM)
C: 0.47 -0.57 1.63
N: -0.55 -0.06 -0.06
O: -0.11 -1.26 2.40
S: 0.58 1.66 -2.10
S: 0.85 -0.13 -1.07
Cl: -1.88 -1.15 -0.38
H: 1.35 0.04 1.48
H: -0.70 1.47 -1.91

Mulliken atomic charge list, values in e, 2 entries: number 1, C, carries 0.2785; number 2, N, carries -0.3543



#B
Below is a molecular structure, CH2ClNOS2, with properties calculated with wB97M-V/def2-TZVPD.

Results
- E_LUMO (spin up / spin down): -0.778 / -0.778 eV
- Kohn-Sham gap (spin up / spin down): 7.53 / 7.53 eV
- 2S+1: 1
- Highest occupied orbital energy (spin up / spin down): -8.3 / -8.3 eV

CARTESIAN COORDINATES (ANGSTROEM)
C: -1.82 0.48 -0.07
N: 1.28 -0.84 -0.64
O: -1.85 1.63 -0.31
S: -0.17 -0.94 0.01
S: 2.37 0.11 0.18
Cl: -3.31 -0.41 0.42
H: 0.29 -0.50 1.19
H: 3.21 0.46 -0.79

Mulliken atomic charge list, values in e, 2 entries: number 1, C, carries 0.4170; number 2, N, carries -0.2655



#C
Below is CH2ClNOS2 in the gas phase, with properties calculated with wB97M-V/def2-TZVPD.

Results
- E_LUMO: -0.165 eV
- Kohn-Sham gap: 8.07 eV
- 2S+1: 1
- Highest occupied orbital energy: -8.2 eV

CARTESIAN COORDINATES (ANGSTROEM)
O: -0.64 0.85 1.66
C: -0.06 -0.14 0.79
Cl: 0.83 -1.32 1.59
N: -0.17 0.04 -0.48
S: -0.77 1.37 -1.16
S: 0.34 -1.44 -1.43
H: -1.01 1.53 1.13
H: 1.47 -0.88 -2.10

Mulliken atomic charge list, values in e, 2 entries: number 1, O, carries -0.3801; number 2, C, carries 0.6381



Which structure is the most stable? The one labeled #C.